Entry 1:
The following is a quantum chemistry calculation of one molecule with the formula C17H15ClO4, from the OMol25 dataset.

XYZ file:
```
37
Properties=species:S:1:pos:R:3:mulliken_charge:R:1
C -2.26 -3.02 -0.85 -1.281
C -2.61 -1.57 -1.07 0.744
O -2.71 -1.07 -2.16 -0.570
C -2.80 -0.76 0.18 0.736
C -3.63 -1.18 1.21 -0.673
C -3.83 -0.39 2.33 -0.646
C -3.19 0.84 2.43 -0.627
C -2.35 1.27 1.42 -0.282
C -2.17 0.48 0.30 0.351
O -1.34 0.97 -0.70 -0.380
C -0.34 0.22 -1.16 0.919
O -0.02 -0.85 -0.72 -0.548
C 0.44 0.97 -2.24 -0.971
O 1.44 1.74 -1.62 -0.502
C 2.45 1.03 -1.00 0.591
C 3.31 0.21 -1.73 -0.557
C 4.35 -0.45 -1.11 -0.773
C 4.54 -0.28 0.25 0.285
C 3.70 0.54 0.99 -0.721
C 2.65 1.20 0.37 0.972
C 1.72 2.06 1.18 -1.590
H 1.20 2.76 0.53 0.357
H 0.98 1.43 1.68 0.263
H 2.26 2.61 1.94 0.525
H 3.86 0.66 2.05 0.447
Cl 5.84 -1.09 1.04 -0.232
H 5.01 -1.08 -1.68 0.422
H 3.16 0.09 -2.79 0.402
H 0.85 0.24 -2.95 0.315
H -0.22 1.67 -2.76 0.316
H -1.84 2.21 1.48 0.522
H -3.34 1.46 3.30 0.400
H -4.49 -0.72 3.11 0.397
H -4.16 -2.12 1.13 0.366
H -2.89 -3.48 -0.10 0.382
H -1.23 -3.04 -0.50 0.292
H -2.33 -3.56 -1.79 0.346
```

Results
- frontier orbital gap (eV) = 9.2
- total energy (eV) = -38584.778
- total charge = 0
- SMILES = CC(=O)c1ccccc1OC(=O)COc1ccc(Cl)cc1C
- E_LUMO (hartree) = 0.0168
- HOMO energy (eV) = -8.712

---

Entry 2:
The following is a quantum chemistry calculation of C17H15CrI2O5S as an isolated structure, from the OMol25 dataset.

XYZ file:
```
41
Properties=species:S:1:pos:R:3:mulliken_charge:R:1
Cr -0.21 -0.11 -1.42 0.677
O -1.96 0.38 1.74 -0.599
C -2.11 0.53 0.55 0.290
O -1.69 -0.35 -0.36 -0.545
C -2.87 1.69 -0.03 0.348
C -4.09 2.03 0.54 -0.601
C -4.86 3.05 0.01 -0.570
C -4.39 3.74 -1.10 -0.499
C -3.16 3.42 -1.66 -0.697
C -2.38 2.39 -1.14 0.780
S -0.78 2.11 -1.84 -0.383
H -4.42 1.49 1.42 0.433
H -5.81 3.31 0.45 0.381
H -4.98 4.55 -1.53 0.362
H -2.79 3.97 -2.52 0.393
C 4.58 0.89 3.26 -0.805
O 4.18 -0.48 3.35 -0.439
C 3.28 -0.93 2.45 0.892
C 2.96 -2.30 2.56 -1.071
C 2.07 -2.83 1.69 -0.921
C 1.44 -2.06 0.67 -0.245
C 0.60 -2.69 -0.30 1.567
C 0.27 -4.15 -0.21 -1.612
O 0.14 -2.07 -1.29 -0.404
C 1.75 -0.68 0.60 0.693
O 1.21 0.15 -0.26 -0.684
C 2.69 -0.13 1.50 -0.465
H 5.37 1.02 4.00 0.236
H 3.75 1.56 3.48 0.338
H 4.98 1.11 2.26 0.336
H 3.44 -2.89 3.33 0.437
H 1.83 -3.89 1.77 0.381
H 1.16 -4.77 -0.19 0.415
H -0.34 -4.42 -1.07 0.339
H -0.30 -4.33 0.71 0.410
H 2.88 0.92 1.41 0.461
I -1.87 -0.77 -3.79 0.203
C -0.32 0.27 -4.79 -0.927
I 1.47 0.16 -3.66 0.223
H -0.58 1.31 -4.83 0.415
H -0.13 -0.19 -5.76 0.460
```

Results
- frontier orbital gap (spin up / spin down) (eV) = 6.5 / 6.8
- total energy (eV) = -83568.212
- spin multiplicity = 2
- total charge = 0
- E_LUMO (spin up / spin down) (hartree) = -0.0351 / -0.0295
- HOMO energy (spin up / spin down) (eV) = -7.464 / -7.618

---

Entry 3:
The following is a quantum chemistry calculation of a 2-piece molecular cluster, C17H15F4NO2 overall, from the OMol25 dataset.

XYZ file:
```
39
Properties=species:S:1:pos:R:3:mulliken_charge:R:1
F 0.65 1.74 -2.89 -0.246
C -0.46 2.47 -2.64 0.012
C -1.02 3.26 -3.58 0.263
F -0.48 3.36 -4.82 -0.259
C -2.21 4.05 -3.31 0.315
O -2.62 4.92 -4.09 -0.507
C -2.91 3.72 -2.07 0.482
F -4.12 4.27 -1.88 -0.257
C -2.35 2.93 -1.14 0.060
F -3.01 2.63 0.00 -0.264
C -0.99 2.43 -1.29 0.811
O -0.30 2.08 -0.31 -0.493
C 4.19 -2.88 1.64 -0.476
C 3.75 -2.06 2.70 -0.471
C 2.78 -1.08 2.47 -0.410
C 2.24 -0.91 1.19 0.170
C 1.04 -0.02 0.99 -0.686
C -0.24 -0.85 1.11 0.316
C -1.61 -0.15 1.32 0.055
C -2.64 -1.15 0.76 -0.545
C -1.83 -2.21 0.02 -0.706
N -0.48 -1.67 -0.03 -0.286
C 2.75 -1.65 0.11 -0.227
C 3.71 -2.64 0.34 -0.632
H 4.90 -3.68 1.83 0.369
H 4.16 -2.20 3.70 0.363
H 2.42 -0.45 3.28 0.324
H 1.02 0.77 1.76 0.414
H 1.08 0.46 0.01 0.103
H -0.11 -1.48 2.02 0.048
H -1.79 0.10 2.38 0.429
H -1.62 0.78 0.74 -0.363
H -3.20 -1.62 1.57 0.292
H -3.35 -0.65 0.10 0.254
H -1.87 -3.14 0.62 0.289
H -2.20 -2.46 -0.98 0.397
H 0.26 -2.32 -0.28 0.262
H 2.39 -1.45 -0.90 0.436
H 4.09 -3.24 -0.49 0.363
```

Results
- frontier orbital gap (eV) = 5.6
- total energy (eV) = -34324.639
- total charge = 0
- SMILES = O=C1C(F)=C(F)C(=O)C(F)=C1F.c1ccc(C[C@H]2CCCN2)cc1
- E_LUMO (hartree) = -0.1016
- HOMO energy (eV) = -8.361

---

Entry 4:
The following is a quantum chemistry calculation of C17H15FN4O4S2 as an isolated structure, from the OMol25 dataset.

XYZ file:
```
43
Properties=species:S:1:pos:R:3:mulliken_charge:R:1
C 3.94 -0.21 -1.45 -0.981
N 2.86 0.63 -2.11 0.213
S 2.40 2.04 -1.48 0.869
O 3.47 2.43 -0.46 -0.713
O 2.25 3.34 -2.44 -0.677
C 1.14 1.79 -0.63 0.482
N 0.06 1.74 -1.07 0.177
N -1.15 1.42 -0.33 -0.729
C -0.61 1.12 0.82 0.050
N -1.33 0.67 2.01 0.006
C -0.78 0.22 3.00 0.724
O 0.40 0.44 3.19 -0.659
C -1.78 0.15 4.34 -0.467
O -3.01 -0.54 3.67 -0.538
C -3.19 -1.66 3.26 0.700
C -3.59 -2.03 2.07 0.450
C -3.91 -3.20 1.74 -0.322
C -3.51 -4.35 2.40 -0.177
C -3.14 -4.21 3.58 -0.504
C -2.66 -2.96 4.04 -0.456
H -2.31 -2.65 4.96 0.352
H -2.55 -5.12 4.09 0.215
H -3.79 -5.46 1.95 0.208
H -4.32 -3.51 0.61 0.195
F -4.31 -0.88 1.13 -0.434
H -1.36 -0.83 4.93 0.206
H -1.91 0.97 4.97 0.398
H -2.43 0.48 1.75 0.322
S 1.31 1.22 1.00 0.039
C 2.33 0.13 -3.27 0.893
C 1.06 0.75 -3.92 -0.619
C 0.44 0.39 -4.99 -1.208
C 0.93 -0.92 -5.56 -0.548
C 2.12 -1.39 -5.01 -0.536
C 2.78 -0.94 -3.95 -0.250
H 3.54 -1.69 -3.69 0.283
H 2.30 -2.30 -5.57 0.274
H 0.61 -1.46 -6.36 0.483
H -0.38 0.75 -5.35 0.625
H 0.87 1.58 -3.51 0.617
H 3.57 -1.18 -1.08 0.361
H 5.03 -0.46 -2.20 0.252
H 4.30 0.45 -0.66 0.425
```

Results
- frontier orbital gap (eV) = 8.0
- total energy (eV) = -56394.037
- total charge = 0
- E_LUMO (hartree) = -0.0162
- HOMO energy (eV) = -8.421

---

Entry 5:
The following is a quantum chemistry calculation of C17H15N4OPdS as an isolated structure, from the OMol25 dataset.

XYZ file:
```
39
Properties=species:S:1:pos:R:3:mulliken_charge:R:1
Pd 0.16 0.12 -1.19 0.967
C -3.12 1.65 0.96 -1.360
C -2.11 1.26 -0.06 0.431
N -1.14 0.44 0.16 0.224
N -0.88 -0.13 1.38 -1.127
C 0.13 -0.98 1.26 0.821
O 0.70 -1.26 0.11 -0.886
C 0.62 -1.68 2.45 0.484
C 1.80 -2.42 2.37 -0.385
C 2.28 -3.07 3.49 -0.634
C 1.58 -3.00 4.69 -0.377
C 0.40 -2.27 4.77 -0.686
C -0.08 -1.61 3.65 -0.300
C -2.13 1.78 -1.45 0.775
C -3.07 2.68 -1.90 -0.457
C -3.03 3.09 -3.23 -0.427
C -2.07 2.57 -4.07 -0.669
C -1.15 1.67 -3.55 -0.219
N -1.16 1.30 -2.28 -0.272
H -2.93 1.11 1.89 0.325
H -4.12 1.41 0.60 0.358
H -3.07 2.72 1.15 0.348
H 2.33 -2.47 1.43 0.415
H 3.20 -3.64 3.44 0.403
H 1.96 -3.52 5.57 0.389
H -0.14 -2.22 5.70 0.395
H -0.99 -1.04 3.70 0.437
H -3.83 3.06 -1.23 0.397
H -3.76 3.79 -3.60 0.432
H -2.01 2.85 -5.11 0.406
H -0.37 1.23 -4.17 0.493
S 4.50 0.52 -2.26 -0.072
C 4.13 -1.14 -2.04 -0.120
C 2.79 -1.30 -1.99 -0.592
N 2.06 -0.14 -2.12 -0.122
C 2.86 0.89 -2.27 -0.045
H 4.89 -1.89 -1.97 0.437
H 2.26 -2.24 -1.87 0.426
H 2.49 1.90 -2.41 0.387
```

Results
- frontier orbital gap (eV) = 7.4
- total energy (eV) = -40189.851
- total charge = +1
- E_LUMO (hartree) = -0.1450
- HOMO energy (eV) = -11.345

---

Entry 6:
The following is a quantum chemistry calculation of C17H15N5O3Pt as an isolated structure, from the OMol25 dataset.

XYZ file:
```
41
Properties=species:S:1:pos:R:3:mulliken_charge:R:1
Pt -0.07 0.68 -0.76 0.481
O 0.81 3.91 1.44 -0.734
C 0.74 3.04 0.58 0.013
N -0.35 2.35 0.23 -0.298
C -1.55 2.46 1.04 -0.619
C -2.54 1.41 0.57 0.501
C -3.72 1.15 1.24 -0.698
C -4.59 0.20 0.72 -0.258
C -4.25 -0.45 -0.46 -0.693
C -3.05 -0.16 -1.06 -0.017
N -2.20 0.75 -0.55 -0.168
C 1.92 2.63 -0.26 0.550
C 3.17 3.20 -0.12 -0.427
C 4.17 2.81 -1.00 -0.312
C 3.87 1.89 -2.00 -0.543
C 2.61 1.34 -2.05 -0.075
N 1.66 1.70 -1.19 -0.033
H -1.99 3.46 0.95 0.380
H -1.34 2.31 2.10 0.327
H -3.95 1.68 2.16 0.416
H -5.52 -0.02 1.23 0.420
H -4.91 -1.19 -0.90 0.393
H -2.73 -0.65 -1.96 0.394
H 3.32 3.93 0.66 0.457
H 5.16 3.23 -0.92 0.412
H 4.62 1.57 -2.71 0.387
H 2.34 0.60 -2.78 0.371
C -0.93 -4.39 0.84 -0.921
N 0.12 -3.45 0.47 0.158
C 1.43 -3.70 0.77 0.164
C 2.39 -2.82 0.47 -0.983
C 2.04 -1.55 -0.16 0.619
O 2.90 -0.72 -0.42 -0.544
N 0.70 -1.34 -0.46 -0.458
C -0.27 -2.25 -0.12 0.366
O -1.47 -2.08 -0.32 -0.575
H -0.47 -5.32 1.16 0.298
H -1.58 -4.58 -0.01 0.285
H -1.54 -3.99 1.65 0.286
H 1.63 -4.64 1.25 0.277
H 3.43 -3.01 0.70 0.403
```

Results
- frontier orbital gap (eV) = 7.5
- total energy (eV) = -34713.205
- total charge = 0
- E_LUMO (hartree) = -0.0033
- HOMO energy (eV) = -7.613